[1]
This record from the Open Molecules 2025 dataset describes C19H38ClF3IN2O3PSSi in the gas phase in a non-equilibrium geometry. The level of theory is the ωB97M-V functional and the def2-TZVPD basis.

Values from the calculation:
M: 653.00 g/mol
lowest unoccupied orbital energy: 0.1 eV
SMILES: CCCNN([PH2]=S)[C@]([C@H](Cl)CC)([C@H](CCO[Si](C)(C)C)O[C@@H](CC)CC(=O)I)C(F)(F)F
charge: 0
total energy: -86219.4449 eV
spin multiplicity: 1

```
70
C19H38ClF3IN2O3PSSi (the ωB97M-V functional and the def2-TZVPD basis)
C 4.98318 -1.70368 3.79874
C 4.76406 -2.26612 2.39044
C 3.30788 -2.17068 1.90928
N 3.20581 -1.45517 0.66971
N 2.08419 -0.70506 0.39970
P 2.41979 0.91818 0.91843
S 4.24172 1.59915 0.84248
C 1.24773 -1.01867 -0.76067
C 1.65777 -0.40337 -2.14982
Cl 3.42711 -0.17687 -2.28216
C 0.97921 0.87008 -2.66659
C 1.61309 2.23689 -2.34109
C -0.27442 -0.79510 -0.47966
C -0.63665 0.39995 0.39281
C -0.98892 1.69949 -0.29349
O -1.89450 2.39324 0.58749
Si -2.61451 3.76084 -0.05129
C -1.48687 4.74471 -1.17701
C -3.08540 4.82517 1.42371
C -4.19623 3.24198 -0.90949
O -0.79668 -1.93799 0.20319
C -1.96030 -2.48819 -0.34229
C -2.46758 -3.59853 0.62974
C -1.68596 -3.69921 1.93676
C -3.09137 -1.46824 -0.64071
C -3.28806 -1.38344 -2.14577
O -2.59351 -0.69300 -2.88846
I -4.84059 -2.62566 -2.98772
C 1.39389 -2.55616 -1.02559
F 2.57029 -2.85961 -1.62364
F 0.43272 -2.95501 -1.89523
F 1.30723 -3.31639 0.06746
H 5.55330 -2.38634 4.41485
H 4.05005 -1.53793 4.32396
H 5.49601 -0.75128 3.76956
H 5.07124 -3.30214 2.36397
H 5.38124 -1.69607 1.70484
H 2.73439 -1.65160 2.66798
H 2.89875 -3.18015 1.86363
H 3.92144 -1.54569 -0.02878
H 2.06080 0.87199 2.27362
H 1.47185 1.78965 0.37400
H 1.46437 -1.15329 -2.89527
H 1.04005 0.78972 -3.74550
H -0.08679 0.88501 -2.49695
H 2.04140 2.67387 -3.23123
H 0.83796 2.92808 -2.03504
H 2.40598 2.21315 -1.60559
H -0.75145 -0.75103 -1.45201
H 0.04241 0.52657 1.22565
H -1.55672 0.13832 0.89328
H -1.52638 1.49245 -1.21701
H -0.14861 2.35761 -0.47404
H -1.41497 4.27652 -2.15358
H -1.93090 5.72510 -1.29141
H -0.48207 4.86823 -0.79017
H -3.35168 5.83325 1.14212
H -3.90694 4.32890 1.92721
H -2.25000 4.82804 2.11446
H -4.59819 4.05583 -1.50092
H -4.07823 2.35885 -1.52731
H -4.94107 2.99064 -0.16347
H -1.76369 -3.01881 -1.26892
H -3.49860 -3.42475 0.90745
H -2.40563 -4.55701 0.13455
H -0.67266 -4.03612 1.78600
H -2.21432 -4.40004 2.57341
H -1.69514 -2.75854 2.46723
H -2.89109 -0.44471 -0.35013
H -4.04021 -1.74976 -0.20978
```



[2]
This record from the Open Molecules 2025 dataset describes 3 unconnected molecules or ions with the total composition C19H38FN2O5PS in a non-equilibrium geometry. The level of theory is the ωB97M-V functional and the def2-TZVPD basis.

Values from the calculation:
M: 456.56 g/mol
lowest unoccupied orbital energy: -1.6 eV
SMILES: CCP(C)C1=C(S(=O)(=O)F)C(=O)OC1=O.CCN(CC)CC.CCN(CC)CC
charge: 0
total energy: -56376.3701 eV
spin multiplicity: 1

```
67
C19H38FN2O5PS (the ωB97M-V functional and the def2-TZVPD basis)
C -5.88278 -0.53220 4.66850
C -6.84888 -1.10961 3.62209
P -5.97526 -2.45900 2.72690
C -7.28279 -3.45933 1.88705
C -5.04961 -1.73064 1.32342
C -3.92482 -2.21834 0.81486
S -3.08649 -3.63759 1.41955
O -3.98324 -4.66901 1.77697
O -2.21483 -3.15920 2.42621
F -2.21951 -4.10155 0.23642
C -3.51600 -1.33018 -0.35232
O -2.89874 -1.64782 -1.32148
O -4.09247 -0.12601 -0.06639
C -5.33221 -0.49667 0.49388
O -6.34354 0.09128 0.27994
H -5.02793 -0.13783 4.13176
H -6.38051 0.26115 5.20730
H -5.52564 -1.31011 5.32637
H -7.20962 -0.30209 2.99127
H -7.71270 -1.55523 4.10469
H -8.10137 -2.85205 1.52343
H -6.80389 -3.87933 1.00927
H -7.59724 -4.28193 2.50900
C 2.62911 -0.06506 -5.03260
C 2.62223 -1.29457 -4.13686
N 2.46828 -0.97875 -2.73089
C 2.72502 -2.11490 -1.85787
C 1.77129 -3.31249 -1.95380
C 1.30550 -0.17690 -2.38270
C -0.07820 -0.72815 -2.75136
H 3.39966 0.64137 -4.72130
H 2.83775 -0.36200 -6.06110
H 1.66676 0.44810 -5.03281
H 3.57943 -1.80647 -4.26546
H 1.84719 -1.98912 -4.49779
H 2.75495 -1.76874 -0.82104
H 3.73959 -2.47146 -2.06253
H 0.81345 -3.11050 -1.47696
H 2.20793 -4.16916 -1.43606
H 1.58953 -3.61506 -2.98518
H 1.41572 0.80477 -2.85192
H 1.32796 0.03639 -1.31073
H -0.10245 -1.14931 -3.75731
H -0.81458 0.07698 -2.71820
H -0.41181 -1.48967 -2.05157
C 4.40443 1.08656 0.01247
C 3.44820 2.26146 0.13135
N 3.41497 2.86092 1.45161
C 2.31627 3.79313 1.62951
C 2.30377 5.07018 0.77955
C 4.69745 3.28972 1.97954
C 5.50598 4.31379 1.17059
H 4.18012 0.31849 0.75441
H 4.30752 0.63643 -0.97754
H 5.44550 1.39081 0.13107
H 2.44599 1.89100 -0.09991
H 3.69694 2.99703 -0.65021
H 2.26257 4.07142 2.68561
H 1.38822 3.24701 1.43203
H 3.02921 5.80179 1.13199
H 1.32097 5.54207 0.84354
H 2.49809 4.86735 -0.27379
H 5.31875 2.40124 2.11705
H 4.54445 3.67367 2.99111
H 5.51264 4.08528 0.10420
H 6.54352 4.31167 1.51047
H 5.13021 5.32703 1.30271
```



[3]
This record from the Open Molecules 2025 dataset describes a molecular structure, C19H38NNbO17P3 in a non-equilibrium geometry. The level of theory is the ωB97M-V functional and the def2-TZVPD basis.

Values from the calculation:
M: 738.33 g/mol
lowest unoccupied orbital energy: -1.1 eV
charge: -1
total energy: -86019.4281 eV
spin multiplicity: 1

```
79
C19H38NNbO17P3 (the ωB97M-V functional and the def2-TZVPD basis)
N -2.34625 -6.03319 2.59839
C -2.21483 -5.23072 1.69266
O -2.25445 -4.21146 0.67091
Nb -2.11207 -2.36583 1.71802
C -2.13516 -0.43867 2.99535
C -1.32551 0.70405 2.22589
O -1.72680 1.33576 1.21310
O -0.00138 0.99171 2.73984
O -3.12392 -1.27629 0.23317
C -4.33703 -1.87700 -0.17196
O -4.53570 -2.28236 -1.36033
C -5.59207 -2.04184 0.83379
C -5.76683 -0.86298 1.86694
C -6.93740 -0.95906 2.91953
C -7.82742 -2.22942 2.84460
C -7.65915 -3.38588 1.81714
C -6.50162 -3.29790 0.77241
H -3.62495 -2.84001 2.59652
H -1.13699 -3.19068 3.01362
H -0.54558 -1.89896 0.90826
H -1.62640 -0.66715 3.99683
H -3.22870 -0.11095 3.18576
H 0.14196 0.39002 3.51171
H -5.03506 0.01004 1.85604
H -7.04678 -0.10759 3.66784
H -8.66151 -2.32511 3.62803
H -8.31529 -4.31619 1.80397
H -6.26816 -4.08367 -0.01728
C 2.24953 -1.51542 -1.46426
O 2.39769 -1.31046 -0.06209
P 3.94184 -1.74784 0.55699
O 3.46280 -1.63493 1.99445
O 4.57843 -0.32049 0.04690
C 4.06251 0.88696 0.58377
O 5.50938 -2.25479 1.06000
C 6.25533 -2.93004 0.05201
H 1.26049 -1.16727 -1.76502
H 3.00510 -0.95206 -2.01862
H 2.33889 -2.57911 -1.69770
H 3.49417 0.73330 1.50256
H 3.41938 1.36123 -0.16156
H 4.89962 1.55467 0.79829
H 6.38344 -2.28833 -0.82385
H 5.74021 -3.85084 -0.23654
H 7.23760 -3.18575 0.45382
C 4.25639 4.56788 2.15890
O 3.32587 4.17363 3.16174
P 2.37748 5.46166 3.80092
O 1.85829 4.59024 4.93254
O 1.37102 5.39980 2.50579
C 0.63532 4.20519 2.26073
O 1.51860 6.83405 4.38996
C 2.01772 8.08146 3.91818
H 4.77009 3.67955 1.78902
H 3.74111 5.05032 1.32343
H 4.99401 5.25500 2.58288
H 0.59133 3.54739 3.12906
H 1.09627 3.66975 1.42807
H -0.38305 4.47781 1.97839
H 1.98505 8.11824 2.82603
H 3.04642 8.22369 4.26243
H 1.39635 8.88339 4.32093
C 0.23275 1.17733 -6.07062
O 1.19041 0.16902 -5.75989
P 0.51041 -1.36140 -5.35837
O 1.86064 -1.85979 -4.86939
O 0.30896 -1.70954 -6.95236
C 1.45164 -1.75506 -7.79151
O -0.21465 -2.86695 -4.94985
C -1.63307 -2.81364 -4.79673
H 0.76239 2.08810 -6.35442
H -0.40030 0.86336 -6.90538
H -0.38840 1.38494 -5.19544
H 2.38410 -1.84385 -7.23211
H 1.48225 -0.84788 -8.40007
H 1.35902 -2.61720 -8.45486
H -2.10431 -2.46355 -5.71899
H -1.89250 -2.14498 -3.97187
H -1.99899 -3.81551 -4.56702
```